Formula: C26H25ClCrN2O6P2
Source: the Open Molecules 2025 dataset
Level of theory: ωB97M-V/def2-TZVPD

Last column: Löwdin spin population.
Positions of all 63 atoms, in Å:
Cr (-0.1001, -0.0548, 0.6045)  3.041
O (-0.5569, 1.9986, 0.1940)  0.005
Cl (-0.6619, 1.9903, 1.6744)  0.009
O (-1.1166, 3.1730, 2.2401)  0.001
O (0.6560, 1.5297, 2.1031)  0.020
O (-1.5398, 0.8077, 1.9071)  0.010
N (1.6976, -0.2718, -0.4083)  -0.006
N (2.1625, -1.5791, -0.1355)  0.003
C (1.5088, -2.2879, 0.8891)  0.009
O (1.9448, -3.3253, 1.2939)  0.009
O (0.3743, -1.7175, 1.2663)  0.044
H (1.6334, -0.1409, -1.4155)  0.004
H (2.3296, 0.4391, -0.0357)  0.002
H (3.1530, -1.7419, -0.2388)  -0.001
C (-2.6637, -2.0836, 0.2751)  -0.006
P (-1.7247, -1.0243, -0.8635)  -0.072
C (-2.6831, 0.3837, -1.4360)  -0.008
C (-2.1468, 1.2383, -2.4035)  -0.008
C (-2.8048, 2.4080, -2.7392)  0.001
C (-3.9888, 2.7467, -2.0970)  -0.010
C (-4.5075, 1.9189, -1.1141)  0.001
C (-3.8544, 0.7438, -0.7762)  -0.009
C (-1.0319, -1.9641, -2.2365)  -0.007
C (-1.3228, -1.6873, -3.5739)  -0.007
C (-0.7722, -2.4692, -4.5759)  0.001
C (0.0623, -3.5316, -4.2554)  -0.007
C (0.3464, -3.8177, -2.9286)  0.001
C (-0.1951, -3.0354, -1.9223)  -0.006
P (-4.0931, -3.2348, -0.1465)  -0.009
C (-3.2123, -4.6101, -0.9763)  -0.001
C (-3.7902, -5.2396, -2.0810)  -0.001
C (-3.2229, -6.3830, -2.6230)  0.000
C (-2.0788, -6.9302, -2.0612)  -0.001
C (-1.5179, -6.3366, -0.9402)  0.000
C (-2.0850, -5.1932, -0.3996)  -0.001
C (-4.9817, -2.3655, -1.4846)  0.000
C (-6.2017, -1.7948, -1.1237)  -0.001
C (-6.9290, -1.0386, -2.0326)  0.000
C (-6.4466, -0.8566, -3.3187)  0.000
C (-5.2477, -1.4476, -3.6997)  0.000
C (-4.5250, -2.2023, -2.7908)  0.000
H (-2.9978, -1.4287, 1.0858)  0.000
H (-1.9028, -2.7128, 0.7456)  -0.001
H (-1.2094, 1.0014, -2.8917)  0.000
H (-2.3895, 3.0600, -3.4956)  0.000
H (-4.5015, 3.6628, -2.3581)  -0.001
H (-5.4245, 2.1854, -0.6062)  0.000
H (-4.2709, 0.1114, -0.0057)  0.000
H (-1.9981, -0.8855, -3.8357)  0.000
H (-1.0051, -2.2539, -5.6100)  0.000
H (0.4837, -4.1432, -5.0420)  0.000
H (0.9792, -4.6560, -2.6712)  0.000
H (0.0100, -3.2930, -0.8904)  0.000
H (-4.6936, -4.8413, -2.5235)  0.000
H (-3.6847, -6.8524, -3.4816)  0.000
H (-1.6405, -7.8259, -2.4806)  0.000
H (-0.6437, -6.7704, -0.4721)  0.000
H (-1.6394, -4.7817, 0.4991)  0.000
H (-6.5835, -1.9447, -0.1200)  0.000
H (-7.8748, -0.6028, -1.7389)  0.000
H (-7.0125, -0.2721, -4.0322)  0.000
H (-4.8852, -1.3281, -4.7131)  0.000
H (-3.6074, -2.6820, -3.1011)  0.000

- Net charge: +1
- Electronic energy: -102142.1564 eV
- ⟨S²⟩: 3.848
- Orbital gap (spin up / spin down): 6.248 / 7.222 eV
- Multiplicity: 4
- LUMO (spin up / spin down): -4.6 / -3.6 eV